Formula: C4H8O2
Source: the Open Molecules 2025 dataset
Level of theory: ωB97M-V/def2-TZVPD

Values from the calculation:
Highest occupied orbital energy = -10.47 eV
SMILES string = CCC(=O)OC
Energy above the lowest of the compared OMol25 structures with the same formula, charge and spin = 9.4 kcal per mole
Lowest unoccupied orbital energy = 1.0 eV
HOMO-LUMO gap = 11.429 eV
Charge = 0

Each line ends with the Löwdin charge.
Element x y z (Å)
C (-2.228, -0.137, -0.122)  -0.10
C (-1.025, 0.540, 0.540)  -0.14
C (0.249, 0.042, -0.114)  -0.50
O (0.262, -0.655, -1.102)  0.09
O (1.392, 0.421, 0.503)  -0.04
C (2.545, -0.189, -0.107)  -0.05
H (-3.159, 0.181, 0.355)  0.07
H (-2.280, 0.103, -1.188)  0.08
H (-2.150, -1.227, -0.047)  0.08
H (-1.091, 1.631, 0.444)  0.12
H (-1.000, 0.327, 1.615)  0.12
H (3.426, 0.156, 0.436)  0.09
H (2.452, -1.278, -0.047)  0.10
H (2.606, 0.085, -1.164)  0.09